ORCA calculation (wB97M-V/def2-TZVPD) on the molecule C5H4N2.

Values from the calculation:
* E_LUMO: 0.939 eV
* frontier orbital gap: 9.84 eV
* spin multiplicity: 1
* maximum force: 0.48 eV Å⁻¹
* energy above the lowest of the compared OMol25 structures with the same formula, charge and spin: 179.5 kJ/mol
* SMILES: C#Cc1cn[nH]c1
* net charge: 0

Geometry (Å):
C: -1.597 -2.149 0.927
C: -0.884 -1.337 0.394
C: -0.078 -0.272 -0.109
C: -0.039 0.352 -1.384
N: 0.711 1.440 -1.371
N: 1.174 1.518 -0.114
C: 0.739 0.517 0.676
H: -2.250 -2.836 1.417
H: -0.522 0.044 -2.302
H: 1.713 2.325 0.156
H: 1.033 0.400 1.709

ORCA calculation (wB97M-V/def2-TZVPD) on a 2-piece molecular cluster, C5H14N3O3Si overall at a distorted geometry.

Values from the calculation:
* E_LUMO (spin up / spin down): 2.955 / 3.132 eV
* frontier orbital gap (spin up / spin down): 6.70 / 7.43 eV
* spin multiplicity: 1
* maximum force: 5.31 eV Å⁻¹
* net charge: -1

Geometry (Å):
C: -0.938 0.378 2.163
C: -1.278 0.514 -1.836
C: -1.488 -0.019 -0.368
C: -2.421 0.559 -2.625
C: -0.337 0.478 0.544
N: -0.082 1.853 0.278
N: 1.106 2.414 0.212
N: 1.350 -3.109 3.088
O: -1.913 1.014 2.317
O: 2.046 1.513 -0.625
O: -0.259 -0.328 2.885
Si: 2.848 0.217 -1.357
H: -0.440 -0.066 -2.481
H: -0.710 1.554 -1.575
H: -2.400 0.532 -0.057
H: -1.705 -1.126 -0.380
H: -3.291 1.073 -2.221
H: -2.311 0.351 -3.665
H: 0.548 -0.188 0.596
H: -0.977 2.408 0.365
H: 0.899 -2.240 2.903
H: 0.691 -3.492 3.695
H: 1.551 -3.703 2.310
H: 3.443 -0.875 -0.256
H: 4.196 0.690 -1.808
H: 1.872 -0.404 -2.103

ORCA calculation (wB97M-V/def2-TZVPD) on C37H41Cl5FeGeN4Se as an isolated structure at a distorted geometry.

Values from the calculation:
* E_LUMO (spin up / spin down): -3.280 / -3.281 eV
* frontier orbital gap (spin up / spin down): 7.32 / 7.31 eV
* spin multiplicity: 2
* maximum force: 1.76 eV Å⁻¹
* energy above the lowest of the compared OMol25 structures with the same formula, charge and spin: 112.9 kJ/mol
* net charge: +1

Geometry (Å):
Fe: -0.901 -1.117 -0.682
Cl: -2.966 -0.187 2.749
C: -3.598 -0.567 1.160
C: -2.768 -0.928 0.096
C: -3.493 -1.301 -1.020
Cl: -2.477 -1.810 -2.390
C: -4.865 -1.316 -1.191
Cl: -5.573 -1.806 -2.676
C: -5.638 -0.913 -0.112
Cl: -7.348 -0.892 -0.239
C: -4.998 -0.546 1.071
Cl: -5.960 -0.077 2.414
C: 2.169 -2.725 -3.280
C: 0.933 -2.383 -2.714
N: 0.815 -1.914 -1.485
C: 1.935 -1.733 -0.769
C: 3.209 -2.061 -1.227
C: 3.307 -2.573 -2.532
C: 4.337 -1.848 -0.359
C: 4.163 -1.326 0.873
C: 2.854 -0.939 1.338
C: 2.624 -0.338 2.588
C: 1.353 0.043 2.909
C: 0.315 -0.168 1.987
N: 0.490 -0.749 0.813
C: 1.754 -1.133 0.508
H: 2.205 -3.105 -4.291
H: 0.016 -2.521 -3.273
H: 4.278 -2.831 -2.936
H: 5.325 -2.113 -0.715
H: 5.009 -1.171 1.532
H: 3.451 -0.172 3.267
H: 1.129 0.520 3.853
H: -0.688 0.144 2.212
C: -1.835 -4.910 3.157
Ge: -1.232 -5.320 1.359
C: 0.516 -6.170 1.430
C: -2.478 -6.462 0.411
C: -1.078 -3.630 0.394
H: -1.929 -5.825 3.744
H: -2.805 -4.411 3.139
H: -1.118 -4.256 3.656
H: 0.434 -7.119 1.962
H: 1.234 -5.542 1.958
H: 0.896 -6.371 0.428
H: -2.565 -7.422 0.921
H: -2.130 -6.645 -0.606
H: -3.468 -6.007 0.364
H: -1.162 -3.577 -0.687
H: -1.019 -2.696 0.950
C: 1.726 2.906 -4.253
C: 2.128 3.735 -3.036
C: 3.131 3.027 -2.129
C: 2.573 1.791 -1.432
N: 1.550 2.155 -0.445
C: 0.224 1.936 -0.515
Se: -0.672 0.984 -1.870
N: -0.351 2.466 0.576
C: -1.789 2.555 0.871
C: -2.301 3.984 0.728
C: -2.206 4.547 -0.688
C: -3.203 3.908 -1.650
C: 0.638 2.986 1.409
C: 0.569 3.567 2.670
C: 1.768 3.942 3.246
C: 2.993 3.748 2.587
C: 3.055 3.170 1.332
C: 1.846 2.790 0.761
H: 1.146 3.502 -4.957
H: 1.116 2.044 -3.980
H: 2.612 2.543 -4.782
H: 1.241 4.015 -2.457
H: 2.577 4.672 -3.372
H: 3.504 3.722 -1.374
H: 3.997 2.711 -2.719
H: 3.360 1.251 -0.901
H: 2.104 1.106 -2.137
H: -1.929 2.188 1.889
H: -2.295 1.865 0.198
H: -1.760 4.627 1.425
H: -3.346 3.984 1.049
H: -1.184 4.429 -1.067
H: -2.385 5.622 -0.643
H: -2.995 2.850 -1.813
H: -3.177 4.398 -2.624
H: -4.221 3.998 -1.263
H: -0.373 3.714 3.181
H: 1.764 4.399 4.226
H: 3.908 4.062 3.070
H: 4.000 3.017 0.828

ORCA calculation (wB97M-V/def2-TZVPD) on C32H25FeI2N5OS as an isolated structure at a distorted geometry.

Values from the calculation:
* E_LUMO (spin up / spin down): -1.197 / -1.223 eV
* frontier orbital gap (spin up / spin down): 5.16 / 5.45 eV
* spin multiplicity: 5
* maximum force: 3.36 eV Å⁻¹
* energy above the lowest of the compared OMol25 structures with the same formula, charge and spin: 198.0 kJ/mol
* net charge: 0

Geometry (Å):
Fe: -0.861 0.178 0.111
I: -3.518 -1.891 7.155
C: -2.561 -1.633 5.286
C: -2.746 -2.573 4.285
C: -2.115 -2.372 3.082
I: -2.297 -3.713 1.471
C: -1.300 -1.252 2.820
O: -0.752 -1.102 1.672
C: -1.113 -0.330 3.883
C: -0.206 0.839 3.612
N: -0.623 1.549 2.403
C: 0.150 2.758 2.141
C: 1.194 2.553 1.072
C: 2.435 3.164 1.151
C: 3.335 3.017 0.102
C: 2.951 2.265 -1.002
C: 1.705 1.676 -0.995
N: 0.842 1.801 0.021
C: -1.752 -0.524 5.090
H: -3.367 -3.441 4.435
H: -0.190 1.507 4.492
H: 0.816 0.470 3.444
H: -1.611 1.777 2.486
H: -0.533 3.532 1.772
H: 0.630 3.135 3.056
H: 2.699 3.749 2.019
H: 4.306 3.484 0.140
H: 3.602 2.144 -1.852
H: 1.360 1.080 -1.829
H: -1.631 0.190 5.891
C: -4.307 -1.534 -1.679
C: -3.760 -2.426 -2.586
C: -2.391 -2.559 -2.679
C: -1.541 -1.792 -1.879
C: -2.104 -0.878 -0.975
C: -3.475 -0.767 -0.875
C: -0.101 -1.986 -1.842
C: 0.595 -2.904 -2.654
C: 1.934 -3.107 -2.464
C: 2.602 -2.412 -1.429
C: 3.964 -2.593 -1.136
C: 4.562 -1.894 -0.116
C: 3.803 -1.021 0.669
C: 2.467 -0.838 0.420
C: 1.837 -1.501 -0.651
N: 0.532 -1.270 -0.910
H: -5.378 -1.431 -1.593
H: -4.405 -3.036 -3.201
H: -1.976 -3.288 -3.359
H: -3.915 -0.084 -0.163
H: 0.076 -3.435 -3.435
H: 2.480 -3.808 -3.081
H: 4.526 -3.302 -1.729
H: 5.609 -2.038 0.105
H: 4.276 -0.491 1.483
H: 1.857 -0.213 1.053
S: -2.274 2.319 -0.395
C: -1.447 2.357 -1.873
N: -0.602 3.438 -2.088
C: 0.216 3.458 -3.201
C: 0.038 2.497 -4.159
C: -0.917 1.500 -3.925
N: -1.605 1.426 -2.774
H: -0.461 4.092 -1.332
H: 0.941 4.253 -3.257
H: 0.630 2.502 -5.060
H: -1.137 0.726 -4.643

ORCA calculation (wB97M-V/def2-TZVPD) on C14H17N8O2STa as an isolated structure at a distorted geometry.

Values from the calculation:
* E_LUMO: -15.264 eV
* frontier orbital gap: 4.93 eV
* spin multiplicity: 1
* maximum force: 2.79 eV Å⁻¹
* energy above the lowest of the compared OMol25 structures with the same formula, charge and spin: 112.3 kJ/mol
* net charge: +4

Geometry (Å):
Ta: -0.583 0.498 1.028
N: -2.187 -0.363 -0.796
N: -3.478 -0.683 -0.299
C: -3.747 -0.421 0.988
N: -4.897 -0.628 1.557
N: -2.628 0.088 1.591
N: -2.554 0.575 2.849
O: -3.357 0.621 3.683
O: -1.301 0.969 2.950
H: -2.301 0.314 -1.549
H: -1.812 -1.198 -1.250
H: -4.180 -1.053 -0.932
H: -5.692 -0.982 1.030
H: -5.067 -0.440 2.539
S: 3.446 -0.740 3.029
C: 3.320 0.933 3.249
C: 2.146 1.486 2.680
C: 1.346 0.537 2.054
C: 1.951 -0.738 2.171
C: 1.334 -1.870 1.537
C: 1.853 -3.153 1.559
C: 1.186 -4.185 0.898
C: -0.003 -3.894 0.246
C: -0.481 -2.594 0.272
N: 0.153 -1.574 0.881
H: 4.086 1.474 3.793
H: 1.935 2.542 2.787
H: 2.777 -3.355 2.087
H: 1.588 -5.191 0.904
H: -0.563 -4.659 -0.274
H: -1.421 -2.370 -0.213
C: -0.513 4.922 -2.548
N: -0.083 3.848 -1.613
C: 1.205 3.668 -1.148
C: 1.181 2.604 -0.320
N: -0.135 2.105 -0.275
C: -0.852 2.912 -1.096
H: 0.303 5.630 -2.644
H: -1.381 5.430 -2.136
H: -0.733 4.487 -3.519
H: 2.014 4.315 -1.447
H: 1.989 2.138 0.210
H: -1.913 2.868 -1.271

ORCA calculation (wB97M-V/def2-TZVPD) on a 2-piece molecular cluster, BrH2NOS2 overall at a distorted geometry.

Values from the calculation:
* E_LUMO: -0.858 eV
* frontier orbital gap: 9.62 eV
* spin multiplicity: 1
* maximum force: 3.49 eV Å⁻¹
* energy above the lowest of the compared OMol25 structures with the same formula, charge and spin: 0.0 kJ/mol
* SMILES: N=S(=O)=S.Br
* net charge: 0

Geometry (Å):
N: -1.215 -0.838 -0.319
S: -2.033 0.473 -0.504
O: -2.183 0.989 -1.875
S: -2.757 1.209 1.037
H: -0.847 -1.199 -1.260
Br: 1.433 1.523 -0.091
H: 1.348 1.191 -1.461